Below is the molecule C28H31N3O4 at a distorted geometry, with properties calculated with ωB97M-V/def2-TZVPD.

Gap between HOMO and LUMO ... 0.3090 hartree
Calculated total energy ... -42198.142 eV
Lowest unoccupied orbital energy ... 0.495 eV
Net charge ... 0
Relative energy (zero: lowest compared OMol25 entry of this formula, charge and spin) ... 275.3 kJ/mol
Structure (SMILES) ... CCOc1cc(/C=N/NC(=O)c2ccc(CN3CCOCC3)cc2)ccc1OCc1ccccc1

The geometry in XYZ format:
```
66
Properties=species:S:1:pos:R:3:forces:R:3
C -0.1253 -1.2510 -0.6415 0.331 0.186 0.293
C 0.5013 -0.7885 0.6697 -0.404 -0.246 -0.085
O 1.7419 -0.1388 0.4755 0.287 0.292 -0.114
C 1.7705 1.1525 0.0497 0.206 -0.042 0.004
C 0.6825 1.9856 -0.0925 0.107 -0.038 0.014
C 0.8437 3.3197 -0.4953 0.830 -0.396 0.006
C 2.1176 3.7958 -0.7732 -0.575 -0.003 0.062
C 3.2197 2.9659 -0.6445 0.309 -0.355 0.073
C 3.0693 1.6517 -0.2324 -0.169 0.047 -0.010
O 4.0739 0.7592 -0.0634 -0.110 -0.073 0.035
C 5.4012 1.1717 -0.2858 0.266 0.299 -0.107
C 6.3463 0.0321 0.0032 -0.188 0.012 0.003
C 7.7095 0.2169 -0.1946 -0.114 0.020 0.004
C 8.5985 -0.8092 0.0666 0.076 0.046 -0.021
C 8.1333 -2.0300 0.5274 0.038 -0.095 0.028
C 6.7767 -2.2172 0.7248 0.055 -0.071 0.022
C 5.8841 -1.1910 0.4648 -0.079 0.091 -0.024
H 4.8255 -1.3290 0.6167 -0.100 -0.030 0.018
H 6.4094 -3.1673 1.0842 -0.030 -0.075 0.028
H 8.8282 -2.8312 0.7313 0.051 -0.063 0.015
H 9.6563 -0.6565 -0.0897 0.081 0.013 -0.013
H 8.0732 1.1693 -0.5546 0.059 0.106 -0.044
H 5.5318 1.4958 -1.3305 -0.065 0.000 0.157
H 5.6513 2.0232 0.3672 -0.092 -0.084 -0.118
H 4.1984 3.3599 -0.8677 0.110 -0.025 0.000
H 2.2571 4.8187 -1.0899 -0.001 0.118 -0.030
C -0.3077 4.1865 -0.5970 -0.773 0.589 -0.078
N -1.4688 3.7458 -0.3203 0.753 -0.365 0.162
N -2.5467 4.5358 -0.3855 0.051 1.077 -0.398
C -3.7906 4.0957 -0.0095 -0.014 -0.002 0.040
O -4.7238 4.8673 0.0567 -0.034 -0.018 0.061
C -3.8534 2.6453 0.3097 -0.247 -0.313 0.091
C -3.3057 1.6954 -0.5462 -0.166 -0.006 0.089
C -3.3232 0.3597 -0.1992 -0.026 0.016 -0.034
C -3.8789 -0.0547 1.0052 -0.070 0.122 0.079
C -4.4663 0.8920 1.8349 0.050 -0.145 -0.052
C -4.4616 2.2307 1.4885 0.089 0.223 -0.163
H -4.9125 2.9675 2.1360 -0.050 0.080 0.054
H -4.9225 0.5806 2.7638 -0.060 -0.038 0.093
C -3.8014 -1.4987 1.4255 0.080 -0.113 -0.019
N -3.6915 -2.3936 0.2887 -0.041 -0.053 0.176
C -3.2486 -3.7259 0.6605 0.050 -0.178 -0.295
C -3.0638 -4.5547 -0.6117 0.199 -0.008 0.345
H -2.7816 -5.5801 -0.3671 0.053 0.080 -0.001
O -4.2582 -4.6380 -1.3509 -0.098 -0.132 0.003
C -4.7204 -3.3511 -1.6897 -0.231 0.313 0.068
C -4.9434 -2.4947 -0.4443 0.045 -0.172 -0.349
H -5.2678 -1.4942 -0.7351 -0.059 -0.033 -0.022
H -5.7322 -2.9568 0.1764 0.030 0.063 -0.016
H -5.6550 -3.4944 -2.2339 0.060 0.077 0.003
H -3.9884 -2.8527 -2.3434 -0.077 -0.012 0.021
H -2.2753 -4.0951 -1.2277 -0.025 -0.051 0.060
H -2.2951 -3.6525 1.1892 -0.008 -0.031 0.023
H -3.9803 -4.2302 1.3167 0.066 0.022 0.006
H -2.8977 -1.6251 2.0341 -0.089 -0.050 0.022
H -4.6667 -1.7493 2.0654 0.091 0.014 -0.008
H -2.8999 -0.3800 -0.8589 0.042 -0.084 -0.090
H -2.8678 2.0019 -1.4834 0.064 0.008 -0.056
H -2.4520 5.5296 -0.6152 -0.126 -0.344 0.100
H -0.1340 5.2254 -0.9033 -0.068 -0.031 0.007
H -0.3220 1.6530 0.1100 -0.103 -0.162 0.061
H 0.7482 -1.6552 1.2900 -0.089 0.152 -0.019
H -0.1938 -0.1489 1.2269 0.085 -0.046 0.024
H -1.0461 -1.7898 -0.4358 -0.182 -0.055 -0.023
H -0.3436 -0.3976 -1.2787 -0.094 0.040 -0.105
H 0.5647 -1.9072 -1.1669 0.043 -0.067 -0.056
```
Positions in Å, forces in eV/Å.